1.
Computed, not measured: a molecular structure, C23H28O15S, with ωB97M-V with the def2-TZVPD basis set.

## Properties
highest occupied orbital energy = -0.3486 Eh
Kohn-Sham gap = 7.94 eV
total charge = 0
relative energy (zero: lowest compared OMol25 entry of this formula, charge and spin) = 4.614 eV
2S+1 = 1
LUMO energy = -1.54 eV

Last column: Löwdin charge in e.
CARTESIAN COORDINATES (ANGSTROEM)
C (4.64981, -3.65512, -2.73437)  -0.07
C (5.34980, -2.44872, -3.56837)  -0.21
O (4.27647, -1.51224, -3.87382)  -0.12
C (4.68272, -0.53297, -4.81760)  -0.37
O (5.79181, 0.06028, -4.71774)  0.06
C (3.61895, -0.19328, -5.98774)  -0.07
C (2.15003, -0.39866, -5.33455)  -0.18
C (1.77500, 0.73029, -4.25717)  -0.10
C (0.97345, 0.14732, -2.96673)  -0.36
C (-0.45375, -0.40321, -3.44834)  -0.09
C (-0.98100, -1.70404, -2.67943)  -0.15
C (-0.63043, -3.09865, -3.38449)  -0.25
O (-0.52509, -3.03574, -4.82852)  -0.11
C (1.81143, -0.64033, -1.85186)  -0.12
O (1.57061, -0.01174, -0.52624)  -0.23
S (1.65630, 1.62018, -0.98182)  0.82
O (3.06828, 1.92856, -1.44621)  -0.30
O (1.30504, 2.65575, 0.03654)  -0.27
O (0.61063, 1.42786, -2.29454)  -0.22
H (3.95274, -4.21202, -3.46611)  0.08
H (3.94498, -3.14649, -1.97398)  0.07
H (5.40576, -4.33808, -2.23050)  0.08
H (5.82417, -2.89646, -4.50901)  0.13
H (6.11307, -1.87269, -2.92396)  0.14
H (3.75438, 0.86382, -6.38441)  0.13
H (3.80862, -0.93572, -6.83060)  0.12
H (1.97448, -1.46912, -4.96371)  0.11
H (1.41076, -0.26186, -6.21377)  0.12
H (1.02264, 1.45388, -4.75261)  0.14
H (2.66238, 1.39150, -3.94726)  0.13
H (-0.47845, -0.51445, -4.59675)  0.12
H (-1.21695, 0.43509, -3.22518)  0.14
H (-0.65681, -1.77136, -1.58518)  0.12
H (-2.13437, -1.63745, -2.65339)  0.12
H (-1.51474, -3.81019, -3.15372)  0.12
H (0.29238, -3.62098, -2.92866)  0.12
H (0.04716, -3.79457, -5.08932)  0.10
H (1.57684, -1.73856, -1.63430)  0.13
H (2.96454, -0.58952, -1.89313)  0.13
C (0.25909, 2.24748, 6.25350)  0.08
C (1.49126, 2.61852, 5.89903)  -0.22
C (1.92316, 2.61730, 4.47165)  -0.31
O (3.05031, 2.98061, 4.18433)  0.12
C (0.95949, 2.16795, 3.46230)  0.09
C (-0.27245, 1.79339, 3.81682)  -0.21
C (-0.71207, 1.82075, 5.24132)  -0.28
O (-1.85083, 1.48822, 5.52732)  0.08
O (-1.17629, 1.37222, 2.89071)  0.10
O (2.40439, 3.01436, 6.82642)  0.09
H (-0.06713, 2.24577, 7.28508)  0.14
H (1.29070, 2.15522, 2.43216)  0.11
H (-1.98937, 1.16173, 3.39378)  0.08
H (3.21137, 3.23105, 6.31948)  0.12
C (-6.63198, 0.79803, 6.15398)  0.08
C (-5.39939, 1.16970, 5.79768)  -0.21
C (-4.97076, 1.16804, 4.36893)  -0.28
O (-3.84463, 1.53210, 4.07822)  0.09
C (-5.93658, 0.71741, 3.36152)  0.08
C (-7.16673, 0.34288, 3.71914)  -0.22
C (-7.60431, 0.37088, 5.14402)  -0.32
O (-8.74201, 0.03881, 5.43060)  0.11
O (-8.07289, -0.07977, 2.79631)  0.09
O (-4.48619, 1.56504, 6.72423)  0.10
H (-6.95668, 0.79652, 7.18584)  0.14
H (-5.60761, 0.70408, 2.33108)  0.14
H (-8.88092, -0.29055, 3.30396)  0.12
H (-3.67456, 1.78191, 6.21915)  0.08

2.
Computed, not measured: a molecular structure, C23H29BF5MoN4OSiTe, with ωB97M-V with the def2-TZVPD basis set.

## Properties
highest occupied orbital energy = -0.4443 Eh
Kohn-Sham gap = 6.15 eV
total charge = +1
relative energy (zero: lowest compared OMol25 entry of this formula, charge and spin) = 0.679 eV
2S+1 = 1
LUMO energy = -5.94 eV

Last column: Löwdin charge in e.
CARTESIAN COORDINATES (ANGSTROEM)
Mo (0.17301, -0.27638, 0.30472)  1.70
N (-1.33273, 1.02125, 1.31695)  0.01
C (-1.58988, 2.28648, 0.65599)  -0.22
C (-2.47684, 3.21256, 1.11851)  0.02
C (-2.69340, 4.40209, 0.39044)  -0.03
C (-2.03321, 4.62752, -0.78348)  0.00
C (-1.11045, 3.67711, -1.27946)  -0.13
C (-0.40138, 3.82739, -2.49244)  0.04
C (0.46732, 2.85287, -2.89138)  0.00
C (0.65178, 1.72213, -2.08199)  -0.06
N (0.01046, 1.55286, -0.93940)  -0.02
C (-0.88243, 2.50660, -0.53684)  -0.17
H (-1.12466, 1.15514, 2.30353)  0.13
H (-2.16359, 0.42237, 1.26169)  0.08
H (-3.02695, 3.03098, 2.03366)  0.13
H (-3.39947, 5.12862, 0.76676)  0.12
H (-2.20955, 5.53157, -1.35139)  0.13
H (-0.55968, 4.71234, -3.09581)  0.14
H (1.01978, 2.92512, -3.81657)  0.13
H (1.34164, 0.94659, -2.38219)  0.11
C (-0.70370, -5.40614, 3.07111)  -0.17
Si (-1.56668, -3.83282, 3.55322)  0.46
C (-3.41344, -3.91137, 3.36384)  -0.17
C (-1.05799, -3.21881, 5.23847)  -0.18
C (-0.90642, -2.51649, 2.37674)  -0.10
C (-0.47773, -1.66204, 1.61018)  -0.27
H (-1.11235, -6.24506, 3.63814)  0.04
H (0.36700, -5.35230, 3.27390)  0.04
H (-0.84268, -5.61953, 2.00997)  0.04
H (-3.84444, -4.29078, 4.29339)  0.04
H (-3.70549, -4.58300, 2.55682)  0.04
H (-3.85035, -2.93266, 3.16594)  0.03
H (-1.32950, -3.95125, 6.00180)  0.04
H (-1.55837, -2.28148, 5.48722)  0.04
H (0.02002, -3.06016, 5.29232)  0.03
B (3.07188, -2.10224, -2.86895)  -0.35
C (2.05100, -1.58669, -1.86166)  -0.13
N (1.30483, -1.15565, -1.06768)  -0.02
H (2.67075, -3.16798, -3.26228)  0.04
H (4.13353, -2.12186, -2.29818)  0.03
H (3.02250, -1.26795, -3.75381)  0.04
F (-3.21896, -1.32696, 0.99109)  -0.39
Te (-2.66826, -2.09822, -0.66132)  1.83
F (-3.41882, -3.68476, -0.10755)  -0.32
F (-2.67601, -2.43477, -2.48138)  -0.34
F (-4.37999, -1.51870, -1.08845)  -0.35
F (-1.14576, -3.19224, -0.69099)  -0.38
O (-1.54930, -0.64855, -0.84563)  -0.68
C (3.24254, -1.98152, 1.81224)  -0.02
C (3.36300, -0.65866, 2.50783)  -0.19
C (4.35959, -0.41936, 3.43644)  -0.02
C (4.46883, 0.81410, 4.06618)  -0.03
C (3.58518, 1.84186, 3.77778)  -0.03
C (2.56242, 1.65946, 2.86111)  -0.19
C (1.62831, 2.79198, 2.54084)  -0.02
C (2.46358, 0.39894, 2.24389)  -0.22
N (1.44891, 0.16195, 1.35197)  -0.11
H (4.02830, -2.65513, 2.14606)  0.09
H (3.33436, -1.86845, 0.73109)  0.07
H (2.27791, -2.45048, 2.01304)  0.07
H (5.06510, -1.20717, 3.66521)  0.12
H (5.25972, 0.97671, 4.78638)  0.12
H (3.69244, 2.80176, 4.26692)  0.12
H (2.19245, 3.65168, 2.17726)  0.10
H (1.09252, 3.11416, 3.43535)  0.10
H (0.90141, 2.53262, 1.77368)  0.04

3.
Computed, not measured: a molecular structure, C23H29Cl5NO2P2V, with ωB97M-V with the def2-TZVPD basis set.

## Properties
highest occupied orbital energy (spin up / spin down) = -0.2308 / -0.2238 Eh
⟨S²⟩ = 2.1441
Kohn-Sham gap (spin up / spin down) = 6.40 / 6.19 eV
total charge = 0
relative energy (zero: lowest compared OMol25 entry of this formula, charge and spin) = 0.045 eV
2S+1 = 3
LUMO energy (spin up / spin down) = 0.11 / 0.10 eV

Last column: Löwdin charge in e.
CARTESIAN COORDINATES (ANGSTROEM)
C (1.71422, -0.32895, -4.11456)  -0.04
C (1.09899, 0.14320, -2.92384)  -0.37
N (1.36339, -0.52821, -1.73081)  -0.08
C (2.17297, -1.60129, -1.72044)  -0.37
C (2.76691, -2.06920, -2.88044)  -0.09
C (2.55200, -1.43527, -4.09628)  -0.08
C (0.29567, 1.29221, -2.85642)  -0.29
P (-0.43073, 1.89375, -1.35812)  0.76
V (0.68670, 0.29941, 0.07378)  0.23
P (0.91822, -2.22573, 0.73239)  0.86
C (2.38733, -2.30987, -0.39482)  -0.24
C (-1.98531, 0.17608, 1.30038)  -0.16
C (-2.37509, 1.40086, 1.84396)  -0.12
C (-3.33460, 1.47757, 2.86040)  -0.08
C (-3.95642, 0.31761, 3.35479)  -0.08
C (-3.60499, -0.90718, 2.77484)  -0.09
C (-2.67655, -0.96610, 1.73172)  -0.10
O (-2.91787, 0.02036, -6.14107)  -0.07
O (-2.92584, -2.03095, -2.40245)  -0.07
H (1.50940, 0.23464, -5.02215)  0.11
H (3.37089, -2.96126, -2.79040)  0.10
H (3.06155, -1.76750, -4.99216)  0.10
C (0.17993, 3.57696, -1.09267)  -0.27
C (-2.20157, 2.07593, -1.70015)  -0.25
H (2.53277, -3.37810, -0.61865)  0.09
H (3.26611, -1.90105, 0.14676)  0.11
H (-3.86499, 0.02100, -6.02359)  0.02
H (0.05491, 1.75077, -3.81398)  0.06
C (1.36877, -2.57330, 2.44046)  -0.23
C (-0.23086, -3.52423, 0.21150)  -0.21
H (-1.93001, 2.33418, 1.48192)  0.10
H (-3.62092, 2.43838, 3.28213)  0.11
H (-4.69217, 0.36701, 4.14834)  0.10
H (-4.07756, -1.83211, 3.13292)  0.11
H (-2.46075, -1.91858, 1.23120)  0.08
H (0.30027, -0.86539, 1.19401)  -0.08
H (-3.47738, -1.46562, -1.83029)  0.04
H (-2.25848, -2.37462, -1.77590)  0.01
H (-2.61261, -0.66815, -5.51532)  0.04
H (-1.13168, 0.06381, 0.52244)  0.01
H (-0.30319, 4.25742, -1.80159)  0.04
H (-0.06755, 3.86348, -0.06281)  0.04
H (1.26762, 3.60902, -1.22240)  0.02
H (-2.32638, 2.89489, -2.41958)  0.05
H (-2.58420, 1.13839, -2.12970)  0.04
H (-2.74003, 2.29655, -0.76519)  0.03
H (0.30009, -4.49315, 0.16870)  0.06
H (-1.03663, -3.58384, 0.95526)  0.04
H (-0.66312, -3.30823, -0.77845)  0.04
H (1.76921, -3.59211, 2.52139)  0.06
H (2.09092, -1.81887, 2.77462)  0.05
H (0.45208, -2.45692, 3.02810)  0.03
Cl (0.00783, 0.20492, 3.94653)  0.72
C (1.36527, 1.07730, 3.33904)  -0.70
C (1.66232, 1.05496, 1.97835)  -0.25
C (2.77121, 1.69624, 1.49388)  -0.65
Cl (2.99846, 1.55418, -0.25455)  0.76
C (3.61974, 2.45631, 2.32393)  -0.71
Cl (4.95505, 3.29108, 1.67319)  0.70
C (3.31430, 2.51931, 3.70442)  -0.71
Cl (4.29795, 3.41347, 4.76442)  0.69
C (2.18726, 1.81808, 4.21469)  -0.72
Cl (1.82717, 1.85646, 5.87831)  0.69

4.
Computed, not measured: a single C23H29ClFN3O molecule, with ωB97M-V with the def2-TZVPD basis set.

## Properties
highest occupied orbital energy = -0.2588 Eh
Kohn-Sham gap = 7.73 eV
total charge = 0
relative energy (zero: lowest compared OMol25 entry of this formula, charge and spin) = 2.319 eV
2S+1 = 1
LUMO energy = 0.69 eV
SMILES = COc1ccc(N2CCN([C@H]3CCCN(Cc4ccc(F)cc4Cl)C3)CC2)cc1

Last column: Löwdin charge in e.
CARTESIAN COORDINATES (ANGSTROEM)
C (0.02336, 3.87780, 7.95206)  -0.10
O (0.94427, 3.00255, 7.35440)  -0.09
C (0.59667, 2.40967, 6.16905)  -0.29
C (1.53313, 1.53974, 5.61796)  -0.01
C (1.29263, 0.89836, 4.42184)  -0.02
C (0.09586, 1.09082, 3.72293)  -0.24
N (-0.22392, 0.40804, 2.55206)  -0.11
C (-0.80039, 1.13985, 1.44108)  -0.14
C (0.31371, 1.70957, 0.54281)  -0.15
N (1.23869, 0.71435, 0.04850)  -0.14
C (0.97167, 0.10638, -1.23784)  -0.30
C (2.29224, -0.21762, -1.95220)  -0.14
C (2.01213, -0.73421, -3.36060)  -0.17
C (1.07008, -1.94140, -3.29440)  -0.18
N (-0.16731, -1.67515, -2.58160)  -0.17
C (-1.11817, -0.89157, -3.34944)  -0.17
C (-1.70508, -1.71872, -4.46382)  -0.23
C (-1.93775, -3.07529, -4.26337)  -0.02
C (-2.47677, -3.87456, -5.25251)  0.00
C (-2.79132, -3.29582, -6.46903)  -0.28
F (-3.31678, -4.05693, -7.44842)  0.06
C (-2.58256, -1.95193, -6.71181)  -0.03
C (-2.03956, -1.17478, -5.70027)  -0.60
Cl (-1.79436, 0.50733, -6.02291)  0.71
C (0.09569, -1.16870, -1.24821)  -0.14
C (1.74417, -0.10579, 1.13033)  -0.15
C (0.63632, -0.64534, 2.05524)  -0.15
C (-0.84143, 1.95196, 4.29871)  -0.02
C (-0.59950, 2.60662, 5.49155)  -0.03
H (0.49822, 4.22710, 8.86789)  0.09
H (-0.91353, 3.36876, 8.20364)  0.09
H (-0.19384, 4.73748, 7.30853)  0.09
H (2.46139, 1.38388, 6.14509)  0.12
H (2.05963, 0.24604, 4.03599)  0.10
H (-1.43544, 0.45186, 0.87207)  0.11
H (-1.41938, 1.95829, 1.80343)  0.11
H (0.89300, 2.42192, 1.14582)  0.13
H (-0.12224, 2.24969, -0.29938)  0.12
H (0.45447, 0.87193, -1.82847)  0.14
H (2.91323, 0.67877, -1.98396)  0.12
H (2.83520, -0.98217, -1.39298)  0.11
H (1.55873, 0.05740, -3.96082)  0.11
H (2.94300, -1.02692, -3.84871)  0.11
H (0.81831, -2.28558, -4.30000)  0.12
H (1.57348, -2.76059, -2.77040)  0.13
H (-1.93205, -0.59676, -2.67780)  0.14
H (-0.68823, 0.02885, -3.76909)  0.08
H (-1.67164, -3.49373, -3.30582)  0.12
H (-2.65468, -4.92590, -5.09425)  0.12
H (-2.83754, -1.52508, -7.66829)  0.12
H (-0.86472, -0.98155, -0.76203)  0.11
H (0.61047, -1.96610, -0.70271)  0.12
H (2.41811, 0.52600, 1.72218)  0.12
H (2.32431, -0.93349, 0.72363)  0.11
H (-0.00338, -1.33825, 1.49777)  0.11
H (1.06813, -1.19333, 2.89257)  0.12
H (-1.79620, 2.10589, 3.81921)  0.11
H (-1.36255, 3.26034, 5.88479)  0.10

> relative energy (zero: lowest compared OMol25 entry of this formula, charge and spin) of number 4 (C23H29ClFN3O)?

2.319 eV

> The highest relative energy (zero: lowest compared OMol25 entry of this formula, charge and spin) belongs to which entry?

C23H28O15S

> 2S+1 of number 3 (C23H29Cl5NO2P2V)?

3